1.
Computed, not measured: 5 unconnected molecules or ions with the total composition C42H53F12IN2O12, with the ωB97M-V functional and the def2-TZVPD basis.

Geometry as ORCA input:
```
! wB97M-V def2-TZVPD RIJCOSX def2/J DEFGRID3
* xyz 0 1
C 0.17 4.44 1.65
C -0.95 3.99 1.59
C -2.33 3.46 1.26
C -2.21 2.61 -0.05
C -1.39 1.31 0.26
C -1.75 0.13 -0.67
C -1.25 0.15 -2.01
C -0.37 1.30 -2.53
C 1.06 1.11 -1.87
C 2.09 0.47 -2.85
C 3.35 -0.15 -2.16
C 3.88 0.65 -0.91
C 5.43 0.96 -1.00
C 5.66 2.46 -0.56
C 5.10 3.48 -1.63
C 3.82 4.26 -1.13
C -1.57 -0.90 -2.89
C -2.36 -1.96 -2.35
C -2.86 -2.02 -1.05
I -4.01 -3.69 -0.44
C -2.57 -0.93 -0.18
N -3.02 -0.78 1.18
C -2.31 -1.62 2.13
C -1.96 -0.94 3.49
O -1.97 -2.76 1.95
C -4.47 -0.81 1.32
C -5.10 -1.75 2.37
O -5.11 -0.11 0.58
C -2.51 -2.92 -3.53
O -2.84 -4.06 -3.61
N -2.13 -2.19 -4.70
C -1.23 -1.14 -4.37
O -0.45 -0.59 -5.09
H 1.16 4.84 1.79
H -2.65 2.86 2.12
H -3.01 4.31 1.05
H -3.23 2.36 -0.40
H -1.62 3.20 -0.77
H -0.30 1.48 0.21
H -1.59 1.04 1.32
H -0.80 2.29 -2.29
H -0.22 1.20 -3.63
H 1.47 2.07 -1.50
H 0.95 0.42 -1.01
H 1.57 -0.37 -3.35
H 2.32 1.20 -3.65
H 4.17 -0.13 -2.91
H 3.20 -1.20 -1.88
H 3.40 1.62 -0.75
H 3.73 0.03 -0.01
H 6.02 0.33 -0.30
H 5.79 0.89 -2.05
H 5.03 2.60 0.35
H 6.71 2.65 -0.30
H 4.81 2.85 -2.50
H 5.92 4.19 -1.87
H 4.14 5.26 -0.80
H 3.34 3.71 -0.30
H 3.08 4.29 -1.95
H -1.43 -1.62 4.17
H -2.93 -0.58 3.90
H -1.39 -0.02 3.24
H -4.68 -2.77 2.36
H -6.18 -1.80 2.18
H -4.94 -1.32 3.38
H -1.71 -2.75 -5.45
C 2.12 -3.49 5.77
C 3.26 -2.49 5.88
O 3.43 -1.76 4.65
C 2.54 -0.81 4.40
O 1.63 -0.52 5.11
C 2.87 -0.10 3.08
F 3.09 -0.98 2.09
F 3.97 0.66 3.20
F 1.88 0.70 2.69
H 2.28 -4.16 4.93
H 2.04 -4.08 6.69
H 1.17 -2.99 5.60
H 4.19 -3.02 6.06
H 3.11 -1.80 6.71
C 2.49 0.63 11.03
C 1.31 -0.11 11.63
O 0.93 -1.24 10.82
C 1.72 -2.31 10.91
O 2.69 -2.40 11.60
C 1.18 -3.44 10.03
F 0.90 -3.01 8.78
F 0.05 -3.96 10.53
F 2.05 -4.44 9.91
H 2.27 0.92 10.00
H 2.72 1.52 11.62
H 3.38 0.00 11.00
H 0.44 0.55 11.66
H 1.51 -0.43 12.66
C -6.47 -1.31 -2.41
C -5.56 -0.16 -2.76
O -5.95 0.47 -4.00
C -7.02 1.27 -3.93
O -7.65 1.49 -2.94
C -7.30 1.89 -5.30
F -7.31 0.97 -6.28
F -6.37 2.80 -5.63
F -8.48 2.50 -5.34
H -6.52 -2.03 -3.23
H -6.12 -1.82 -1.51
H -7.49 -0.97 -2.23
H -4.55 -0.53 -2.92
H -5.51 0.58 -1.96
C 0.96 -1.50 -7.76
C 0.64 -0.97 -9.15
O 1.53 0.10 -9.52
C 2.76 -0.27 -9.87
O 3.17 -1.39 -9.91
C 3.59 0.96 -10.27
F 3.50 1.94 -9.35
F 3.16 1.48 -11.44
F 4.88 0.67 -10.41
H 0.94 -0.69 -7.03
H 0.24 -2.26 -7.47
H 1.95 -1.94 -7.72
H -0.36 -0.55 -9.16
H 0.67 -1.76 -9.90
*
```

Values from the calculation:
HOMO	-9.3	eV
SMILES string	C#CCCCc1c(CCCCCCCCC)c2c(c(I)c1N(C(C)=O)C(C)=O)C(=O)NC2=O.CCOC(=O)C(F)(F)F.CCOC(=O)C(F)(F)F.CCOC(=O)C(F)(F)F.CCOC(=O)C(F)(F)F

---

2.
Computed, not measured: a molecular structure, C42H54AuN5P, with the ωB97M-V functional and the def2-TZVPD basis.

Geometry as ORCA input:
```
! wB97M-V def2-TZVPD RIJCOSX def2/J DEFGRID3
* xyz 1 1
Au -0.06 0.67 -0.87
C 4.58 -4.78 -2.28
C 3.70 -4.77 -1.01
C 2.88 -6.06 -0.97
C 4.59 -4.71 0.24
C 2.81 -3.53 -1.06
C 3.39 -2.26 -1.09
C 2.58 -1.15 -1.16
N 1.25 -1.23 -1.16
C 0.67 -2.43 -1.12
C 1.42 -3.59 -1.07
C -0.82 -2.43 -1.10
C -1.57 -3.60 -1.06
C -2.96 -3.56 -1.01
C -3.55 -2.30 -1.01
C -2.74 -1.18 -1.07
N -1.42 -1.24 -1.12
C -3.77 -4.85 -0.97
C -5.28 -4.59 -0.95
C -3.43 -5.69 -2.21
C -3.40 -5.63 0.30
H 5.19 -5.69 -2.29
H 5.25 -3.92 -2.32
H 3.96 -4.78 -3.18
H 3.56 -6.91 -0.95
H 2.25 -6.16 -1.86
H 2.26 -6.11 -0.08
H 5.20 -5.61 0.29
H 3.98 -4.66 1.14
H 5.26 -3.85 0.23
H 4.46 -2.13 -1.08
H 3.00 -0.15 -1.21
H 0.93 -4.55 -1.05
H -1.07 -4.56 -1.06
H -4.62 -2.17 -0.96
H -3.18 -0.18 -1.08
H -5.60 -4.04 -1.84
H -5.59 -4.03 -0.07
H -5.80 -5.54 -0.94
H -3.67 -5.14 -3.13
H -4.03 -6.60 -2.21
H -2.38 -5.97 -2.24
H -3.61 -5.04 1.19
H -2.34 -5.90 0.31
H -3.98 -6.55 0.35
N 1.03 5.05 8.78
C 0.82 4.31 7.92
C 0.58 3.40 6.85
C 0.33 2.06 7.11
C 0.13 1.17 6.07
C 0.18 1.61 4.75
C 0.43 2.96 4.49
C 0.63 3.84 5.53
N -0.02 0.70 3.69
C -0.19 -0.67 3.75
C -0.33 -1.10 2.47
N -0.23 -0.03 1.61
C -0.05 1.02 2.36
H 0.29 1.71 8.13
H -0.08 0.13 6.28
H 0.49 3.33 3.48
H 0.82 4.89 5.32
H -0.21 -1.22 4.68
H -0.48 -2.10 2.11
H 0.05 2.02 1.99
C -2.31 3.06 0.45
C -1.93 3.54 -0.96
C -2.14 5.06 -1.00
C -2.84 2.85 -1.98
P -0.18 2.92 -1.29
C 0.96 3.93 -0.27
C 0.99 5.32 -0.25
C 1.88 6.00 0.56
C 2.78 5.30 1.35
C 2.80 3.91 1.31
C 1.89 3.24 0.51
C 0.37 3.28 -3.06
C 1.90 3.18 -3.04
C -0.16 2.18 -3.98
C -0.04 4.65 -3.60
H -3.37 3.28 0.63
H -1.73 3.59 1.21
H -2.15 1.99 0.57
H -3.20 5.27 -0.85
H -1.85 5.49 -1.95
H -1.60 5.55 -0.20
H -3.88 2.92 -1.66
H -2.58 1.79 -2.08
H -2.77 3.32 -2.96
H 0.32 5.89 -0.88
H 1.88 7.08 0.57
H 3.48 5.83 1.98
H 3.51 3.36 1.90
H 1.92 2.15 0.46
H 2.23 2.26 -2.54
H 2.36 4.03 -2.54
H 2.28 3.15 -4.07
H 0.21 1.20 -3.68
H 0.18 2.37 -5.01
H -1.25 2.14 -4.01
H 0.33 5.46 -2.97
H -1.12 4.74 -3.70
H 0.39 4.78 -4.59
*
```

Values from the calculation:
relative energy (zero: lowest compared OMol25 entry of this formula, charge and spin)	0.000	eV
HOMO	-11.3	eV

---

3.
Computed, not measured: a molecular structure, C42H54EuN6O9P2SSb, with the ωB97M-V functional and the def2-TZVPD basis.

Geometry as ORCA input:
```
! wB97M-V def2-TZVPD RIJCOSX def2/J DEFGRID3
* xyz -1 8
Eu 0.82 -0.45 -0.62
N 0.39 0.67 2.37
C -0.19 -0.32 3.33
C 0.39 -1.68 3.11
N 0.10 -2.15 1.72
C 0.49 -3.49 1.38
C 1.98 -3.64 1.08
N 2.28 -2.91 -0.16
H 1.38 0.50 2.25
H 0.27 1.60 2.70
H -1.29 -0.27 3.14
H 0.06 -0.01 4.39
H -0.08 -2.38 3.85
H 1.48 -1.74 3.25
H -0.87 -1.99 1.42
H -0.13 -3.70 0.46
H 0.18 -4.22 2.17
H 2.22 -4.73 1.02
H 2.48 -3.16 1.91
H 3.24 -2.65 -0.21
H 1.95 -3.44 -0.92
O 0.82 -4.11 -2.98
P -0.18 -2.85 -2.79
O -1.29 -3.24 -3.68
O -0.49 -2.54 -1.34
O 0.69 -1.52 -3.17
P 2.29 -1.19 -3.27
O 2.40 -0.10 -4.38
O 2.91 -2.45 -3.75
O 2.78 -0.67 -1.93
H 1.78 -3.99 -3.19
H 1.70 0.60 -4.38
C 3.18 2.87 -2.44
C 2.04 3.66 -1.79
C 1.39 4.66 -2.48
C 0.38 5.39 -1.94
C 0.00 5.12 -0.65
C 0.60 4.16 0.13
C 0.20 4.01 1.55
C 1.60 3.38 -0.47
N 2.18 2.23 0.15
C 3.28 2.39 0.77
C 3.89 3.70 1.12
C 4.05 1.14 1.19
C 5.51 1.32 1.63
N 3.41 0.05 1.33
C 4.08 -1.01 2.03
C 3.83 -1.19 3.39
C 3.37 -0.11 4.34
C 4.40 -2.31 4.00
C 5.13 -3.23 3.32
C 5.44 -3.01 1.98
C 4.94 -1.90 1.32
C 5.45 -1.62 -0.09
H 3.00 2.77 -3.52
H 3.19 1.86 -2.05
H 4.17 3.33 -2.29
H 1.71 4.83 -3.49
H -0.09 6.14 -2.52
H -0.81 5.68 -0.13
H -0.50 4.82 1.78
H 1.01 4.18 2.29
H -0.31 3.10 1.76
H 3.09 4.44 1.08
H 4.67 3.91 0.38
H 4.36 3.65 2.10
H 6.10 1.69 0.79
H 6.01 0.39 1.94
H 5.55 2.05 2.44
H 4.18 0.58 4.52
H 3.12 -0.61 5.27
H 2.46 0.40 3.99
H 4.27 -2.41 5.08
H 5.51 -4.10 3.89
H 6.09 -3.73 1.40
H 6.46 -1.20 -0.06
H 4.72 -0.99 -0.60
H 5.46 -2.50 -0.70
O 0.29 1.56 -4.42
N -0.07 1.79 -3.28
O 0.71 1.27 -2.41
S -1.99 0.84 0.33
Sb -3.91 0.15 -0.60
C -5.07 1.87 -1.17
C -4.50 3.08 -1.46
C -5.30 4.10 -1.99
C -6.65 3.87 -2.28
C -7.20 2.63 -1.95
C -6.42 1.64 -1.36
C -4.03 -1.19 -2.19
C -4.67 -0.93 -3.41
C -4.82 -1.95 -4.35
C -4.40 -3.24 -4.03
C -3.73 -3.45 -2.85
C -3.61 -2.48 -1.89
C -5.07 -0.88 0.87
C -6.11 -1.74 0.53
C -6.94 -2.36 1.47
C -6.63 -2.15 2.79
C -5.48 -1.47 3.18
C -4.72 -0.82 2.24
H -3.45 3.24 -1.38
H -4.91 5.07 -2.19
H -7.31 4.62 -2.75
H -8.21 2.38 -2.30
H -6.92 0.72 -1.15
H -4.92 0.10 -3.66
H -5.20 -1.72 -5.34
H -4.47 -4.02 -4.78
H -3.28 -4.42 -2.71
H -3.00 -2.66 -1.02
H -6.36 -1.84 -0.53
H -7.81 -2.93 1.18
H -7.25 -2.59 3.57
H -5.20 -1.50 4.21
H -3.75 -0.36 2.56
*
```

Values from the calculation:
expectation value of S²	15.76
relative energy (zero: lowest compared OMol25 entry of this formula, charge and spin)	0.740	eV
HOMO (alpha / beta)	-3.4 / -5.3	eV